No. 1
C2H3FS2 | the ωB97M-V functional and the def2-TZVPD basis

Geometry as XYZ:
```
8
Properties=species:S:1:pos:R:3
C 1.28704 -1.03449 -0.57224
C 1.77311 -0.02303 -0.20712
F 2.32453 1.00253 0.35616
S -1.40048 0.53631 -0.05288
S -1.82917 -1.00094 1.07667
H -0.66636 1.25976 0.71584
H 1.09371 -2.08160 -0.91237
H -2.58238 1.34146 -0.40406
```

Output
Relative energy (zero: lowest compared OMol25 entry of this formula, charge and spin) ... 4.1792 eV
Calculated total energy ... -26505.67583 eV
E_LUMO ... 0.0 eV

***

No. 2
C2H3FeO2 | the ωB97M-V functional and the def2-TZVPD basis

Geometry as XYZ:
```
8
Properties=species:S:1:pos:R:3
C -1.25698 0.03950 0.07597
C -0.61887 -1.16413 0.19756
O 0.70772 -1.24021 0.21726
O -0.38144 1.09920 -0.13746
H -1.94221 -0.36278 -0.78942
H -0.81630 1.89913 -0.44491
Fe 1.56392 0.46479 0.22826
H -1.19541 -1.97623 0.66382
```

Output
Relative energy (zero: lowest compared OMol25 entry of this formula, charge and spin) ... 0.0000 eV
Spin multiplicity ... 6
Calculated total energy ... -40600.39557 eV
E_LUMO (spin up / spin down) ... 0.5 / -0.3 eV

***

No. 3
C2H3HgO | the ωB97M-V functional and the def2-TZVPD basis

Geometry as XYZ:
```
7
Properties=species:S:1:pos:R:3
O -0.39228 -2.24171 -0.11193
C -0.90970 -1.21237 -0.07187
C -0.78473 0.12042 -0.04892
H -0.89410 0.57252 0.94326
H 2.12434 1.94181 0.45188
H -1.00999 0.61351 -1.00101
Hg 1.86645 0.20583 -0.16140
```

Output
Total charge ... +1
Relative energy (zero: lowest compared OMol25 entry of this formula, charge and spin) ... 0.0000 eV
Calculated total energy ... -8333.81105 eV
E_LUMO ... -7.4 eV

***

No. 4
C2H3I2NS | the ωB97M-V functional and the def2-TZVPD basis

Geometry as XYZ:
```
9
Properties=species:S:1:pos:R:3
C -1.53207 -0.18931 -0.29449
C 1.13305 -0.19844 0.36984
N 0.41463 0.40622 -0.72154
S -2.36942 0.88236 0.48377
I -2.13105 -2.11630 -0.90421
I 0.34054 2.46948 -0.88729
H 1.22393 -1.26005 0.24959
H 2.15987 0.12155 0.38799
H 0.76051 -0.11551 1.31633
```

Output
Relative energy (zero: lowest compared OMol25 entry of this formula, charge and spin) ... 2.8955 eV
Calculated total energy ... -30645.16200 eV
E_LUMO (spin up / spin down) ... -0.9 / -0.9 eV

***

No. 5
C2H3I3O2 | the ωB97M-V functional and the def2-TZVPD basis

Geometry as XYZ:
```
10
Properties=species:S:1:pos:R:3
C 1.52671 -0.51576 -0.47830
C 0.14027 -0.48062 0.18254
O -0.56412 0.58642 -0.29281
O 0.38333 -0.48240 1.53601
I 2.53284 1.53185 -0.48850
I 2.85534 -1.96497 0.28254
I -0.78439 -2.26631 -0.56663
H 1.38891 -0.54328 -1.62761
H 0.11291 1.34258 -0.58008
H -0.37956 -0.32048 2.12119
```

Output
Relative energy (zero: lowest compared OMol25 entry of this formula, charge and spin) ... 0.2687 eV
Calculated total energy ... -30518.64968 eV
E_LUMO ... -0.7 eV

***

No. 6
C2H3IN2 | the ωB97M-V functional and the def2-TZVPD basis

Geometry as XYZ:
```
8
Properties=species:S:1:pos:R:3
H -0.04205 2.45577 1.43820
N -0.28211 1.49220 0.93618
N 0.69852 1.02802 0.43706
C 0.34335 -0.22378 -0.31737
C -0.67299 -1.07900 -0.34917
I 2.21931 -0.63886 -1.34563
H -0.58463 -2.00944 -0.88799
H -1.67942 -1.02491 0.08872
```

Output
SMILES ... [H]/N=N/C(=C)I
Relative energy (zero: lowest compared OMol25 entry of this formula, charge and spin) ... 1.3568 eV
Calculated total energy ... -13200.45897 eV
E_LUMO ... -0.1 eV

***

No. 7
C2H3IN2O2 | the ωB97M-V functional and the def2-TZVPD basis

Geometry as XYZ:
```
10
Properties=species:S:1:pos:R:3
C 0.11486 1.02707 -1.56654
C 0.12622 1.41379 -0.18944
N 0.29249 -2.03482 2.21565
N 0.66994 -1.65516 1.23516
O -0.07960 -2.43339 3.19301
O -0.19083 -0.00903 -0.58340
I -1.91976 2.02241 0.35995
H -0.63926 1.15001 -2.27278
H 0.99769 0.98948 -2.13995
H 0.62825 -0.47036 -0.25168
```

Output
Relative energy (zero: lowest compared OMol25 entry of this formula, charge and spin) ... 1.7971 eV
Spin multiplicity ... 3
Calculated total energy ... -17288.49201 eV
E_LUMO (spin up / spin down) ... 0.6 / -1.8 eV

***

No. 8
C2H3IN4 | the ωB97M-V functional and the def2-TZVPD basis

Geometry as XYZ:
```
10
Properties=species:S:1:pos:R:3
C -1.03655 0.68826 -1.08082
C -0.27018 0.68849 0.86762
N -0.90736 1.42539 0.04794
N -0.53555 -0.52566 -0.94929
N -0.13283 -0.57323 0.29220
N 0.42656 -1.53845 0.86976
I 3.07811 0.09981 -0.30098
H -1.60299 1.27132 -1.92627
H 0.15645 0.80349 1.91090
H 0.82434 -2.33942 0.26895
```

Output
Relative energy (zero: lowest compared OMol25 entry of this formula, charge and spin) ... 1.7627 eV
Calculated total energy ... -16179.76063 eV
E_LUMO (spin up / spin down) ... -1.4 / -3.3 eV